C22H43FIN2O9 | wB97M-V/def2-TZVPD

Positions of all 78 atoms, in Å:
O (2.4979, 1.3365, 2.0926)
C (2.3901, 2.4229, 1.6352)
F (2.5599, 3.5009, 2.4011)
C (1.9816, 2.7196, 0.2222)
C (0.4731, 2.8952, 0.0816)
C (-0.0584, 4.2305, 0.6672)
N (-1.1574, 4.1007, 1.5978)
C (-2.2013, 3.1951, 1.1833)
C (-1.7127, 1.7769, 0.7912)
I (-2.2850, 0.3174, 2.2556)
N (-0.2098, 1.6875, 0.6600)
H (2.2993, 1.8735, -0.3917)
H (2.4923, 3.6116, -0.1391)
H (0.2702, 2.8643, -0.9887)
H (-0.3262, 4.8807, -0.1664)
H (0.7565, 4.7151, 1.2015)
H (-0.8297, 3.8893, 2.5330)
H (-2.7528, 3.6163, 0.3401)
H (-2.9145, 3.1025, 1.9966)
H (-2.1451, 1.4617, -0.1531)
H (-0.0185, 0.9119, 0.0165)
H (0.1964, 1.3932, 1.5554)
O (1.7449, 0.2386, -2.1622)
C (2.6884, -0.5090, -2.0308)
O (3.7793, -0.0317, -1.4171)
C (4.8919, -0.8716, -1.0445)
C (5.8436, -1.0777, -2.1987)
C (2.6880, -1.9034, -2.6000)
H (4.5307, -1.8160, -0.6378)
H (5.3774, -0.3411, -0.2276)
H (5.3615, -1.5987, -3.0240)
H (6.7005, -1.6726, -1.8854)
H (6.2032, -0.1184, -2.5736)
H (3.0222, -1.8545, -3.6369)
H (1.6677, -2.2779, -2.5811)
H (3.3208, -2.6037, -2.0634)
O (-5.9893, 3.2814, 0.7080)
C (-6.5497, 2.2472, 0.9612)
O (-6.0064, 1.1052, 0.4968)
C (-6.4197, -0.2040, 0.9133)
C (-7.5868, -0.7505, 0.1212)
C (-7.8500, 2.1953, 1.7227)
H (-6.6139, -0.2199, 1.9867)
H (-5.5362, -0.8191, 0.7465)
H (-8.4871, -0.1531, 0.2664)
H (-7.8009, -1.7734, 0.4295)
H (-7.3561, -0.7464, -0.9441)
H (-8.6689, 2.3237, 1.0152)
H (-7.8640, 3.0263, 2.4229)
H (-8.0033, 1.2749, 2.2799)
O (6.5724, -2.9044, -4.8469)
C (6.3022, -2.0965, -5.6934)
O (5.0117, -1.9765, -6.0769)
C (4.5530, -0.9395, -6.9556)
C (4.7155, -1.3146, -8.4127)
C (7.3647, -1.2712, -6.3793)
H (5.0386, 0.0076, -6.7175)
H (3.4969, -0.8232, -6.7154)
H (5.7639, -1.4485, -8.6789)
H (4.2973, -0.5366, -9.0515)
H (4.1985, -2.2513, -8.6190)
H (7.7610, -1.8470, -7.2151)
H (8.1676, -1.0996, -5.6672)
H (7.0204, -0.3078, -6.7452)
O (-4.6246, -1.6709, 4.9659)
C (-3.7955, -1.9242, 5.7993)
O (-2.5814, -2.3341, 5.3771)
C (-1.4449, -2.4638, 6.2428)
C (-1.4001, -3.8137, 6.9257)
C (-4.0883, -1.8545, 7.2773)
H (-1.4121, -1.6398, 6.9569)
H (-0.5845, -2.3492, 5.5850)
H (-2.2571, -3.9604, 7.5827)
H (-0.4926, -3.9044, 7.5225)
H (-1.4109, -4.6110, 6.1830)
H (-4.5185, -2.8062, 7.5882)
H (-4.8255, -1.0726, 7.4378)
H (-3.2209, -1.6394, 7.8955)

Properties
E_tot ... -2048.10599 a.u.
Total charge ... +1
Multiplicity ... 1